This record from the Open Molecules 2025 dataset describes a single C6H12O4S2 molecule. The level of theory is ωB97M-V/def2-TZVPD.

Element x y z (Å)
C (3.6275, 0.0135, -0.4116)
C (2.5656, 0.6490, -0.9473)
C (-2.2972, 1.3050, 2.0093)
C (-1.9627, -0.9737, 1.0405)
C (1.1776, -1.1373, -2.6910)
C (-1.8990, 0.5270, 0.8363)
O (-0.1999, 0.1066, -1.0040)
O (1.1298, -1.8288, -0.0951)
O (-0.4492, 2.4539, 0.0201)
O (0.9355, 0.7101, 1.0824)
S (1.2546, -0.6446, -0.9105)
S (-0.2496, 1.0634, 0.3231)
H (4.5491, 0.5756, -0.5999)
H (3.7666, -0.9141, 0.2547)
H (-1.9409, 2.2522, 1.7460)
H (-3.4116, 1.2683, 2.0562)
H (-1.9693, 1.0893, 2.9702)
H (-1.3988, -1.2878, 1.9068)
H (-1.6565, -1.5114, 0.2201)
H (-3.0544, -1.1393, 1.2738)
H (1.9680, -1.9126, -2.7761)
H (0.1981, -1.1664, -2.9251)
H (1.6313, -0.2919, -3.2233)
H (-2.3146, 0.7939, -0.1556)

The multiplicity is 3. Its expectation value of S² is 2.01. The gap between HOMO and LUMO (alpha / beta) is 5.32 / 7.18 eV.

This record from the Open Molecules 2025 dataset describes a molecular structure, C56H52FGeN2O2P4Pd. The level of theory is ωB97M-V/def2-TZVPD.

Element x y z (Å)
Pd (0.0961, -0.1533, -0.8939)
F (-0.2040, -0.6828, -5.2696)
Ge (-0.0686, -0.4407, -3.3955)
C (1.7573, 0.3545, -3.7433)
C (2.1182, 0.9507, -4.9676)
C (3.3698, 1.4889, -5.2401)
C (4.3674, 1.3048, -4.2645)
C (4.0917, 0.6666, -3.0704)
C (2.7635, 0.3379, -2.7317)
P (2.4556, -0.3149, -1.0718)
C (3.4135, -1.7580, -0.9754)
C (3.1100, -2.7234, -1.9427)
C (3.8379, -3.9101, -2.0157)
C (4.7054, -4.2346, -1.0438)
C (4.9808, -3.2881, 0.0228)
C (4.3345, -2.0945, 0.0134)
C (2.9887, 0.8738, 0.1920)
C (3.6743, 2.0562, -0.1046)
C (3.9373, 2.9895, 0.9337)
C (3.6514, 2.6687, 2.2669)
C (2.8315, 1.5583, 2.4950)
C (2.6550, 0.6184, 1.5505)
C (-0.5374, -2.4972, -3.2721)
C (-0.3151, -3.3368, -4.3569)
C (-0.8572, -4.6782, -4.3394)
C (-1.4578, -5.2375, -3.2035)
C (-1.5547, -4.4407, -2.1214)
C (-1.0895, -3.1096, -2.1228)
P (-1.2556, -2.0419, -0.6832)
C (-3.0044, -1.9690, -0.3967)
C (-3.5555, -1.5353, 0.8477)
C (-4.9007, -1.5091, 1.0896)
C (-5.8055, -1.9742, 0.0823)
C (-5.2757, -2.2865, -1.1620)
C (-3.9012, -2.3689, -1.4034)
C (-0.4466, -3.0903, 0.6564)
C (0.0275, -4.3740, 0.4977)
C (0.7115, -5.0291, 1.5273)
C (1.1929, -4.3030, 2.6254)
C (0.6511, -2.9924, 2.8295)
C (-0.1659, -2.3948, 1.8591)
C (-1.3408, 1.1101, -3.5095)
C (-1.8860, 1.4069, -4.8413)
C (-2.6596, 2.5425, -5.0215)
C (-2.8590, 3.4388, -4.0020)
C (-2.2099, 3.2652, -2.8139)
C (-1.5614, 2.0526, -2.5421)
P (-0.9146, 1.9765, -0.8993)
C (-2.1984, 2.1635, 0.3745)
C (-3.6016, 2.2670, 0.1790)
C (-4.3399, 2.7137, 1.3100)
C (-3.7753, 2.9018, 2.5490)
C (-2.4070, 2.7123, 2.7600)
C (-1.6215, 2.2150, 1.6630)
C (0.0210, 3.5442, -0.9195)
C (0.9466, 3.6655, -1.9850)
C (1.5986, 4.8927, -2.1268)
C (1.3147, 5.9825, -1.2494)
C (0.3198, 5.9114, -0.3051)
C (-0.2537, 4.6570, -0.0848)
H (1.4056, 0.7721, -5.7909)
H (3.4982, 2.2112, -6.0288)
H (5.3625, 1.7146, -4.5395)
H (4.8133, 0.6091, -2.2942)
H (2.3922, -2.4559, -2.7273)
H (3.7247, -4.5695, -2.9209)
H (5.1752, -5.2407, -1.0811)
H (5.8288, -3.5049, 0.6497)
H (4.6886, -1.3422, 0.7301)
H (3.8613, 2.3816, -1.1178)
H (4.4019, 3.8791, 0.5454)
H (4.0123, 3.2576, 3.0952)
H (2.4041, 1.4467, 3.5548)
H (2.2302, -0.3589, 1.8589)
H (0.2817, -3.0007, -5.1964)
H (-0.7556, -5.2610, -5.2648)
H (-1.8462, -6.2846, -3.1269)
H (-2.0941, -4.8138, -1.2410)
H (-2.9245, -1.2230, 1.6859)
H (-5.2764, -1.1251, 2.0220)
H (-6.8486, -2.0654, 0.2436)
H (-5.8959, -2.4563, -1.9945)
H (-3.5850, -2.5771, -2.4205)
H (-0.1084, -4.8102, -0.4758)
H (1.0070, -6.1068, 1.4918)
H (1.8758, -4.6752, 3.3553)
H (0.8973, -2.4753, 3.7482)
H (-0.5319, -1.3965, 2.0209)
H (-1.6241, 0.6561, -5.5680)
H (-3.0103, 2.7357, -6.0783)
H (-3.3584, 4.3906, -4.2501)
H (-2.0304, 4.0985, -2.1787)
H (-4.0257, 2.0483, -0.7820)
H (-5.3797, 2.9268, 1.1614)
H (-4.3380, 3.4148, 3.3148)
H (-1.9406, 2.7952, 3.7538)
H (-0.6837, 1.7329, 1.9511)
H (1.1697, 2.8149, -2.6000)
H (2.4271, 4.9489, -2.8068)
H (1.8105, 6.9680, -1.4678)
H (0.0077, 6.7857, 0.2748)
H (-0.8922, 4.4962, 0.7886)
N (-2.8863, -0.6048, 6.2662)
C (-2.2784, 0.4936, 5.3897)
P (-0.5657, 0.0269, 5.0984)
O (-0.5198, -1.4107, 5.6439)
O (-0.1758, 0.3948, 3.7076)
C (0.4433, 0.9310, 6.2631)
N (1.6721, 0.1373, 6.5696)
H (-3.8846, -0.7474, 6.0294)
H (-2.7480, -0.3787, 7.2430)
H (-2.2817, -1.4835, 6.1001)
H (-2.4601, 1.5123, 5.8312)
H (-2.8898, 0.4936, 4.4638)
H (-0.1753, 1.0185, 7.1998)
H (0.7270, 1.9277, 5.9610)
H (2.3487, 0.2408, 5.7658)
H (1.4307, -0.8581, 6.5542)
H (2.2181, 0.4459, 7.3862)

The multiplicity is 3. Its expectation value of S² is 2.02. The gap between HOMO and LUMO (alpha / beta) is 7.72 / 5.13 eV. As for the charge: +3.

This record from the Open Molecules 2025 dataset describes 13 unconnected molecules or ions with the total composition C66H164N6O27. The level of theory is ωB97M-V/def2-TZVPD.

Element x y z (Å)
C (5.2581, -0.6064, 3.0004)
O (4.5927, 0.5992, 3.2859)
C (5.2490, 1.8448, 2.9965)
C (5.0495, 2.3280, 1.5446)
O (5.6461, 1.5134, 0.5932)
C (5.3380, 1.8608, -0.6769)
C (5.7568, 3.2950, -1.0118)
O (4.8057, 4.2518, -0.4362)
C (5.4076, 5.4667, -0.2156)
H (4.5243, -1.3952, 3.1659)
H (6.1283, -0.7062, 3.6492)
H (5.5669, -0.6668, 1.9568)
H (6.3026, 1.6513, 3.1983)
H (4.9274, 2.7153, 3.5682)
H (5.5932, 3.2727, 1.5428)
H (4.0427, 2.5688, 1.2032)
H (4.2624, 1.7550, -0.8183)
H (5.6281, 1.0433, -1.3369)
H (5.6800, 3.5244, -2.0746)
H (6.7227, 3.6371, -0.6401)
H (6.1454, 5.5603, 0.5813)
H (4.7598, 6.2707, 0.1335)
H (5.7968, 5.8493, -1.1592)
C (-4.5831, -0.7889, -5.0068)
O (-3.3641, -0.3346, -4.4923)
C (-2.2791, -1.1532, -4.7290)
C (-1.8966, -1.2007, -6.2004)
O (-1.7346, 0.0824, -6.7042)
C (-0.6065, 0.8831, -6.2639)
C (-0.4306, 2.2302, -6.9873)
O (-0.1064, 1.9929, -8.3502)
C (-0.1891, 3.1873, -9.1606)
H (-4.6766, -0.9970, -6.0726)
H (-5.4229, -0.1017, -4.9042)
H (-4.8089, -1.7014, -4.4550)
H (-2.4736, -2.1758, -4.4059)
H (-1.4875, -0.6274, -4.1952)
H (-2.4695, -1.8444, -6.8679)
H (-0.9099, -1.6636, -6.2181)
H (0.2967, 0.2750, -6.3137)
H (-0.5373, 1.1681, -5.2142)
H (0.3236, 2.8956, -6.5673)
H (-1.4079, 2.7128, -6.9792)
H (0.4928, 3.9792, -8.8506)
H (-1.2137, 3.5322, -9.0207)
H (0.0819, 2.9345, -10.1856)
C (-2.8817, 5.1165, 0.2386)
O (-1.5260, 5.2320, 0.5662)
C (-0.7226, 4.2665, -0.0794)
C (0.7269, 4.5949, 0.2106)
O (0.9556, 4.8053, 1.6036)
C (2.2528, 5.3614, 1.9302)
C (2.4484, 5.2429, 3.4318)
O (1.6451, 6.1560, 4.1735)
C (0.3436, 5.8134, 4.4232)
H (-3.0316, 5.4167, -0.7984)
H (-3.5088, 5.6423, 0.9586)
H (-3.1704, 4.0764, 0.3901)
H (-0.8308, 4.2251, -1.1632)
H (-1.0303, 3.2681, 0.2315)
H (0.9385, 5.5954, -0.1667)
H (1.5366, 3.9674, -0.1618)
H (2.1377, 6.4134, 1.6691)
H (2.9856, 4.9065, 1.2638)
H (3.4790, 5.5128, 3.6624)
H (2.2471, 4.2402, 3.8088)
H (-0.2570, 5.4058, 3.6100)
H (-0.1153, 6.6856, 4.8888)
H (0.3617, 5.0826, 5.2317)
C (-0.7614, -5.0715, -3.7647)
O (0.5819, -4.5336, -3.6123)
C (1.2455, -4.5143, -4.8819)
C (2.7358, -4.0075, -4.9247)
O (2.9995, -2.7335, -4.4314)
C (2.5925, -2.3770, -3.0689)
C (3.1681, -3.1114, -1.8105)
O (4.5510, -2.9739, -1.8698)
C (5.1473, -3.2643, -0.5988)
H (-0.7049, -6.0534, -4.2345)
H (-1.4656, -4.3959, -4.2503)
H (-1.1229, -5.3123, -2.7650)
H (0.7453, -3.8407, -5.5777)
H (1.0626, -5.4419, -5.4244)
H (3.0899, -4.0257, -5.9554)
H (3.3776, -4.6861, -4.3627)
H (1.5048, -2.4470, -3.0646)
H (2.9603, -1.3510, -3.0784)
H (2.9473, -4.1761, -1.8865)
H (2.6861, -2.6001, -0.9773)
H (5.0083, -4.3328, -0.4340)
H (4.6517, -2.7234, 0.2073)
H (6.1732, -3.0977, -0.2704)
C (4.8692, -5.7456, 8.2258)
O (3.5260, -6.2554, 8.5234)
C (2.6957, -6.6193, 7.4364)
C (2.1174, -5.4276, 6.5606)
O (3.0633, -4.4063, 6.1099)
C (2.7941, -3.7063, 4.8738)
C (1.3238, -3.2178, 4.6570)
O (0.4444, -4.2852, 4.3368)
C (-0.8646, -3.8549, 3.8530)
H (5.1709, -4.9597, 8.9182)
H (4.9603, -5.3619, 7.2097)
H (5.7161, -6.4311, 8.1959)
H (1.8323, -7.1703, 7.8093)
H (3.2800, -7.3032, 6.8207)
H (1.2657, -4.9778, 7.0708)
H (1.5895, -5.9188, 5.7432)
H (3.1466, -4.3339, 4.0553)
H (3.4245, -2.8174, 4.8513)
H (1.2512, -2.3224, 4.0397)
H (0.9731, -2.8789, 5.6318)
H (-1.5091, -4.5808, 3.3572)
H (-0.6879, -3.1016, 3.0853)
H (-1.4218, -3.4902, 4.7159)
C (1.0780, -8.7109, 3.6438)
O (2.2115, -7.9318, 3.5615)
C (2.1563, -6.9370, 2.5998)
C (1.7489, -7.4217, 1.1557)
O (0.3650, -7.7645, 1.0424)
C (-0.5660, -6.6747, 1.1859)
C (-1.9109, -7.0727, 0.6220)
O (-1.8749, -7.0211, -0.8049)
C (-2.9839, -7.6183, -1.5115)
H (1.0182, -9.4651, 2.8591)
H (0.1601, -8.1518, 3.8254)
H (1.1029, -9.1933, 4.6209)
H (3.2065, -6.6468, 2.5717)
H (1.6413, -6.0955, 3.0631)
H (2.3119, -8.3357, 0.9669)
H (1.9889, -6.6930, 0.3814)
H (-0.3011, -5.7893, 0.6080)
H (-0.7440, -6.2951, 2.1921)
H (-2.6278, -6.3916, 1.0807)
H (-2.0096, -8.1266, 0.8821)
H (-2.8975, -7.4491, -2.5848)
H (-3.8948, -7.1893, -1.0941)
H (-2.9693, -8.7045, -1.4219)
C (-8.8099, -4.9546, 2.2764)
O (-7.9975, -4.4258, 3.3164)
C (-7.9510, -3.0236, 3.4088)
C (-6.6071, -2.4952, 3.8696)
O (-5.5624, -2.7207, 3.0206)
C (-5.5636, -2.2318, 1.7120)
C (-4.1704, -2.5032, 1.1969)
O (-4.1358, -2.3070, -0.2369)
C (-4.5316, -3.4899, -1.0240)
H (-9.8471, -4.8413, 2.5918)
H (-8.5733, -6.0181, 2.2418)
H (-8.6825, -4.4632, 1.3118)
H (-8.8063, -2.7130, 4.0088)
H (-8.1131, -2.5919, 2.4212)
H (-6.4338, -2.9446, 4.8474)
H (-6.8422, -1.4658, 4.1402)
H (-5.7875, -1.1658, 1.7523)
H (-6.2962, -2.8516, 1.1951)
H (-3.9029, -3.4904, 1.5738)
H (-3.4384, -1.8275, 1.6395)
H (-3.7722, -3.8041, -1.7399)
H (-5.4385, -3.3533, -1.6131)
H (-4.7007, -4.4007, -0.4496)
C (-0.7030, -2.0068, -1.0855)
C (-0.7612, -0.6546, -0.4027)
C (0.3352, 0.3326, -0.8128)
O (1.6532, -0.1648, -0.6427)
C (2.0246, -0.1818, 0.7567)
N (-2.0505, -0.1439, -0.7168)
H (-1.0659, -1.9627, -2.1124)
H (-1.4015, -2.7035, -0.6219)
H (0.2440, -2.5425, -1.1499)
H (-0.7248, -0.7948, 0.6776)
H (0.1490, 1.2082, -0.1909)
H (0.2267, 0.6803, -1.8402)
H (3.0157, -0.6121, 0.9002)
H (1.3635, -0.7903, 1.3737)
H (1.9000, 0.6965, 1.3900)
H (-2.6947, -0.9134, -0.6031)
H (-1.9760, -0.0156, -1.7159)
C (4.7423, 4.4628, -7.6716)
C (3.6531, 4.6075, -6.6342)
C (3.5322, 3.4482, -5.7047)
O (2.3497, 3.6546, -4.9476)
C (2.0231, 2.5486, -4.2349)
N (3.9989, 5.8791, -5.8672)
H (5.6526, 4.6997, -7.1209)
H (4.6553, 5.2992, -8.3651)
H (4.8339, 3.5083, -8.1899)
H (2.7121, 4.8956, -7.1028)
H (4.3311, 3.2556, -4.9885)
H (3.5964, 2.5081, -6.2525)
H (1.5393, 1.6929, -4.7058)
H (1.2229, 2.8471, -3.5576)
H (2.9037, 2.2310, -3.6765)
H (4.8440, 5.5038, -5.4611)
H (3.2759, 5.9331, -5.1641)
C (1.6273, 0.2003, 7.2423)
C (2.4088, 1.0257, 6.2270)
C (3.8053, 1.3534, 6.7784)
O (4.3884, 2.3760, 5.8711)
C (5.6429, 2.8749, 6.3132)
N (2.4748, 0.3048, 4.9787)
H (2.0617, -0.7989, 7.2737)
H (0.5489, 0.0602, 7.1687)
H (1.6046, 0.5715, 8.2669)
H (1.8413, 1.9555, 6.2648)
H (4.3751, 0.4432, 6.5915)
H (3.7452, 1.6091, 7.8363)
H (5.9615, 3.8130, 5.8585)
H (6.3892, 2.1166, 6.0765)
H (5.6017, 2.9985, 7.3954)
H (3.0220, 0.8922, 4.3658)
H (3.0814, -0.5026, 4.9666)
C (-0.6170, 5.2158, -4.4275)
C (-2.1578, 5.6426, -4.2763)
C (-2.5482, 7.1409, -4.3727)
O (-2.6210, 7.6733, -3.0235)
C (-1.4626, 8.0771, -2.3230)
N (-3.0708, 4.7273, -5.0005)
H (-0.5922, 4.2977, -5.0145)
H (-0.1929, 5.1810, -3.4240)
H (-0.0855, 5.9693, -5.0087)
H (-2.4164, 5.3925, -3.2474)
H (-3.5452, 7.1793, -4.8115)
H (-1.7825, 7.6579, -4.9510)
H (-0.6334, 7.4088, -2.5556)
H (-1.5565, 7.8856, -1.2540)
H (-1.1333, 9.0866, -2.5691)
H (-2.9248, 3.7888, -4.6572)
H (-3.9878, 4.8995, -4.6138)
C (-5.0544, 1.0724, -1.6667)
C (-4.8934, 2.2336, -2.7058)
C (-5.3105, 3.6198, -2.2068)
O (-5.5298, 4.3688, -3.4248)
C (-5.7912, 5.8039, -3.1770)
N (-3.4972, 2.2597, -3.1211)
H (-4.4569, 1.1473, -0.7581)
H (-4.8644, 0.1574, -2.2278)
H (-6.0826, 0.9094, -1.3439)
H (-5.5976, 1.9254, -3.4785)
H (-4.6644, 4.1344, -1.4956)
H (-6.2126, 3.5764, -1.5965)
H (-6.7011, 5.9129, -2.5868)
H (-5.9296, 6.3736, -4.0959)
H (-4.9479, 6.3751, -2.7888)
H (-2.9147, 1.9812, -2.3444)
H (-3.4143, 1.4950, -3.7757)
C (-0.8046, 1.9403, 2.8918)
C (-1.4994, 0.7979, 3.6226)
C (-3.0153, 0.5511, 3.2324)
O (-3.8364, 1.6490, 3.6001)
C (-5.0627, 1.6031, 3.0072)
N (-0.6905, -0.4062, 3.6954)
H (0.1887, 2.1631, 3.2817)
H (-1.4967, 2.7821, 2.8711)
H (-0.5894, 1.6268, 1.8703)
H (-1.5839, 1.2184, 4.6247)
H (-3.4322, -0.3501, 3.6822)
H (-3.0748, 0.4877, 2.1459)
H (-5.7735, 2.1735, 3.6050)
H (-5.3901, 0.5656, 2.9405)
H (-5.0014, 1.9870, 1.9889)
H (-1.0692, -0.9681, 4.4444)
H (0.1952, -0.0354, 4.0085)

The gap between HOMO and LUMO is 8.38 eV.

This record from the Open Molecules 2025 dataset describes 2 unconnected molecules or ions with the total composition C4H12. The level of theory is ωB97M-V/def2-TZVPD.

Element x y z (Å)
C (-1.0694, -0.0260, -1.2537)
C (-1.0432, 0.0918, -2.8039)
H (-2.1051, -0.0248, -0.9885)
H (-0.6153, -0.9355, -1.0349)
H (-0.5086, 0.6810, -0.8233)
H (-1.8711, 0.8703, -3.0233)
H (-1.1720, -0.8992, -3.3391)
H (-0.0594, 0.4512, -3.2438)
C (0.6060, 0.2866, 1.5368)
C (1.4912, -0.3000, 2.5882)
H (0.5822, 1.3852, 1.5109)
H (0.9952, -0.0057, 0.5846)
H (-0.3925, -0.1007, 1.5676)
H (1.6930, -1.4095, 2.3892)
H (1.0917, -0.3305, 3.6430)
H (2.3773, 0.2657, 2.6901)

The multiplicity is 2. Its expectation value of S² is 0.75. The gap between HOMO and LUMO (alpha / beta) is 13.85 / 3.44 eV. As for the charge: +1.